(1)
The following is a DFT calculation (ωB97M-V with the def2-TZVPD basis set) of a structure of composition C30H20F10N9Ti in a non-equilibrium geometry.

As for the HOMO energy: -11.54 eV. The max |F| comes out at 1.92 eV/Å. The calculation puts the HOMO-LUMO gap at 6.39 eV. As for the energy relative to the best compared isomer or geometry (same formula, charge and spin): 0.000 eV. Its charge is +1.

Each line ends with the Löwdin charge.
Cartesian coordinates (Å):
Ti 0.75699 -0.58562 0.03069  1.14
C 3.70949 -2.35879 -0.41766  -0.05
N 3.18662 -1.06832 0.05356  -0.25
C 3.63698 -0.00038 -0.84783  -0.16
C 2.81981 -0.08383 -2.11588  -0.16
N 1.40453 -0.16789 -1.74538  -0.10
C 0.49461 0.57875 -2.48272  -0.19
C 0.62920 1.92419 -2.85783  -0.15
F 1.74116 2.59697 -2.53927  0.11
C -0.40563 2.63719 -3.42903  -0.14
F -0.25523 3.93109 -3.67710  0.15
C -1.62081 2.02192 -3.69150  -0.13
F -2.62527 2.72136 -4.18899  0.16
C -1.77112 0.67194 -3.42062  -0.14
F -2.91421 0.05893 -3.68989  0.15
C -0.71889 -0.02082 -2.85991  -0.17
F -0.82925 -1.33666 -2.65456  0.11
C 3.64197 -0.85137 1.43288  -0.16
C 2.84212 0.26118 2.06465  -0.19
N 1.43624 -0.03950 1.80754  -0.09
C 0.48603 0.60914 2.57388  -0.19
C 0.56251 1.89997 3.12173  -0.15
F 1.68010 2.62206 2.98602  0.11
C -0.52682 2.51287 3.71267  -0.14
F -0.41529 3.76088 4.14487  0.15
C -1.74247 1.85503 3.81889  -0.14
F -2.79455 2.46885 4.33656  0.15
C -1.84400 0.55121 3.36451  -0.15
F -2.99150 -0.10475 3.45361  0.15
C -0.73610 -0.04411 2.80174  -0.17
F -0.80523 -1.32146 2.39353  0.09
H 4.80176 -2.32304 -0.47538  0.11
H 3.43005 -3.14539 0.27898  0.09
H 3.30931 -2.60553 -1.39786  0.09
H 3.45184 0.96722 -0.37931  0.11
H 4.70834 -0.08019 -1.06476  0.14
H 3.03582 0.77111 -2.75043  0.12
H 3.08525 -0.97840 -2.68628  0.12
H 3.45205 -1.76766 1.99111  0.13
H 4.71542 -0.63324 1.46888  0.14
H 3.03794 0.27812 3.13887  0.14
H 3.14842 1.23446 1.67385  0.10
C -4.68969 -3.26767 -0.12606  -0.04
C -4.98785 -1.91727 0.02569  -0.05
C -3.98370 -0.97556 0.02170  0.00
C -2.64179 -1.37372 -0.12523  -0.23
C -2.36099 -2.72943 -0.31357  -0.01
C -3.37403 -3.66671 -0.30748  -0.04
N -1.59056 -0.42638 -0.08918  0.05
N -2.02764 0.74578 0.02025  0.12
C -1.16128 1.82003 0.06674  -0.31
C -1.76121 3.07368 0.14750  0.04
C -0.95197 4.19419 0.20639  0.00
C 0.42238 4.01620 0.20113  0.00
C 0.93163 2.73097 0.12353  -0.11
N 0.16810 1.64388 0.04010  0.05
H -5.48156 -4.00431 -0.11285  0.12
H -6.01500 -1.60252 0.14915  0.12
H -4.21776 0.06972 0.14296  0.11
H -1.34932 -3.02895 -0.48073  0.07
H -3.13317 -4.71213 -0.44745  0.12
H -2.84014 3.13109 0.16910  0.13
H -1.38451 5.18396 0.26044  0.13
H 1.09359 4.86076 0.26031  0.13
H 2.00206 2.57398 0.11726  0.12
N 0.80883 -2.42998 0.04938  0.02
C 0.89325 -3.61436 -0.08164  -0.27
N 1.06717 -4.81406 -0.18754  0.16
C 0.43633 -5.94214 -0.40955  -0.32
N -0.07939 -6.95653 -0.59715  0.15

(2)
The following is a DFT calculation (ωB97M-V with the def2-TZVPD basis set) of a structure of composition C6H12FeO9 in a non-equilibrium geometry.

As for the HOMO energy (spin up / spin down): -5.41 / -5.41 eV. The max |F| comes out at 3.03 eV/Å. The calculation puts the HOMO-LUMO gap (spin up / spin down) at 3.39 / 3.39 eV. As for the energy relative to the best compared isomer or geometry (same formula, charge and spin): 0.809 eV. As for the spin multiplicity: 5. Its charge is 0.

Each line ends with the Löwdin spin population.
Cartesian coordinates (Å):
Fe 30.57031 16.23643 -1.51502  3.72
C 32.24214 18.31037 1.45173  0.00
C 30.97413 18.21360 0.92612  0.01
C 29.79113 18.79236 1.77309  0.01
O 28.73228 19.00233 1.18284  0.00
C 30.03896 18.98256 3.17636  0.00
C 31.29877 18.86556 3.74012  0.00
C 32.48377 18.56757 2.81578  0.00
O 33.63936 18.47728 3.22596  0.00
O 31.45831 18.93826 4.97920  0.00
O 30.68097 17.60171 -0.15107  0.08
H 33.07198 17.95700 0.83802  0.00
H 29.16755 19.29728 3.72885  0.00
O 32.19976 15.42036 -0.52896  0.04
H 33.00208 14.92258 -0.73411  0.00
H 32.43123 15.99238 0.23836  0.00
O 28.66626 16.57645 -2.51616  0.03
H 27.96536 17.19710 -2.25773  0.00
H 28.30831 16.08330 -3.26229  0.00
O 31.64179 17.57336 -2.89289  0.03
H 31.99499 17.35110 -3.76352  0.00
H 31.72296 18.53542 -2.81494  0.00
O 30.74475 14.80013 -3.06317  0.02
H 30.81785 13.87077 -2.80110  0.00
H 30.24635 14.78604 -3.89067  0.00
O 29.42672 14.95288 -0.15902  0.03
H 28.48681 15.00229 0.06645  0.00
H 29.65134 14.01482 -0.10734  0.00

(3)
The following is a DFT calculation (ωB97M-V with the def2-TZVPD basis set) of a cluster of 27 separate species, C33H39Cl78IO5S in total in a non-equilibrium geometry.

As for the HOMO energy: -9.46 eV. The max |F| comes out at 1.28 eV/Å. The calculation puts the HOMO-LUMO gap at 9.39 eV. Its charge is 0.

Each line ends with the Löwdin charge.
Cartesian coordinates (Å):
C 6.46674 -0.63033 1.48378  -0.18
C 6.94272 0.74458 2.04838  -0.69
I 7.14894 0.50094 4.20155  0.86
C 5.83136 1.77414 1.91023  -0.41
O 5.53036 2.12242 0.54428  -0.34
S 4.83627 3.62132 0.49750  0.97
O 5.13303 4.23788 -0.78150  -0.43
O 3.21694 3.32662 0.43301  -0.30
C 2.72738 3.18381 1.78350  -0.24
C 1.36218 2.50776 1.84933  -0.21
C 1.37258 0.96852 1.62645  -0.07
C 2.47900 0.46706 0.72426  -0.51
O 3.43610 -0.17896 1.07539  0.09
O 2.31201 0.76832 -0.58099  0.07
H 5.83428 -1.09042 2.24557  0.04
H 7.32389 -1.24452 1.20489  0.08
H 5.82233 -0.41105 0.62596  0.02
H 7.89675 1.04361 1.61180  0.08
H 4.93371 1.30198 2.33824  0.08
H 5.99698 2.67756 2.51534  0.09
H 2.62468 4.19385 2.20932  0.12
H 3.40901 2.64392 2.45149  0.11
H 0.61829 2.98164 1.20327  0.08
H 1.00191 2.68138 2.87077  -0.03
H 0.42479 0.69033 1.14782  0.13
H 1.42267 0.40794 2.56210  0.12
H 2.91672 0.22140 -1.10539  0.02
C 2.27819 -2.39061 -3.51516  -1.51
Cl 3.54185 -1.31666 -2.91195  0.56
Cl 2.15807 -3.83269 -2.50641  0.53
Cl 0.73281 -1.54445 -3.58642  0.51
H 2.54162 -2.69924 -4.51970  -0.01
C 6.05915 1.71378 -2.91547  -1.52
Cl 6.46204 0.29659 -1.94028  0.58
Cl 6.90874 1.65464 -4.46375  0.51
Cl 4.31990 1.82491 -3.16898  0.57
H 6.38290 2.59812 -2.38157  -0.05
C -4.76601 -0.43358 2.74238  -1.58
Cl -3.79839 1.03811 2.77086  0.49
Cl -5.40080 -0.75112 1.12352  0.52
Cl -3.82288 -1.81622 3.31275  0.52
H -5.59731 -0.29300 3.41333  -0.12
C -2.00541 1.79888 -3.69645  -1.53
Cl -2.66164 2.53479 -5.16208  0.54
Cl -1.58175 3.03833 -2.50785  0.53
Cl -3.14771 0.64335 -3.01208  0.49
H -1.10182 1.26213 -3.96269  0.00
C 7.56257 5.77622 -4.59747  -1.55
Cl 6.57694 4.95621 -3.38815  0.60
Cl 7.01720 5.34246 -6.21760  0.51
Cl 7.51939 7.52564 -4.36577  0.54
H 8.58450 5.44357 -4.48264  -0.05
C -6.34180 -2.55527 -2.48441  -1.52
Cl -7.27763 -2.50088 -0.98453  0.51
Cl -7.32304 -2.06899 -3.86564  0.52
Cl -4.89922 -1.54649 -2.37894  0.47
H -6.02349 -3.57756 -2.63585  0.01
C -6.11564 -1.01236 6.88625  -1.50
Cl -5.14136 0.46087 6.92593  0.53
Cl -6.76529 -1.30419 5.26830  0.56
Cl -5.15599 -2.39115 7.41231  0.52
H -6.95316 -0.89237 7.56287  0.01
C -0.93088 -3.70500 -6.59763  -1.53
Cl -2.12999 -3.12110 -5.44067  0.52
Cl 0.47799 -2.64032 -6.62969  0.52
Cl -0.45107 -5.35978 -6.21756  0.53
H -1.38022 -3.69910 -7.58211  0.01
C 2.16194 -5.39868 0.91687  -1.55
Cl 1.05678 -5.39499 2.29370  0.53
Cl 3.64611 -6.27051 1.31089  0.53
Cl 1.39395 -6.09859 -0.50944  0.50
H 2.42267 -4.37174 0.68909  0.00
C -7.20819 -5.46272 7.72025  -1.55
Cl -7.56730 -6.98766 8.53598  0.53
Cl -7.20621 -5.67454 5.96854  0.53
Cl -8.36538 -4.21807 8.19751  0.48
H -6.21937 -5.14227 8.02347  -0.01
C -5.04017 4.18914 -7.66021  -1.52
Cl -3.92360 4.80069 -8.89373  0.50
Cl -6.38708 5.30813 -7.44394  0.54
Cl -5.62980 2.57803 -8.07616  0.45
H -4.50280 4.11755 -6.72327  -0.03
C -5.69839 2.11399 -12.52435  -1.52
Cl -6.45739 2.94098 -13.89039  0.54
Cl -5.34344 3.24835 -11.22346  0.50
Cl -6.73206 0.80771 -11.94008  0.53
H -4.76583 1.68225 -12.86445  0.01
C -9.68583 3.18088 -11.50287  -1.56
Cl -10.37278 3.95116 -12.93537  0.52
Cl -9.30173 4.38212 -10.26916  0.52
Cl -10.78584 1.95553 -10.86218  0.51
H -8.76578 2.68865 -11.79193  -0.06
C 3.43482 -4.03825 5.55382  -1.54
Cl 2.31627 -3.11844 6.56610  0.48
Cl 4.94125 -3.13898 5.33887  0.51
Cl 3.75182 -5.62706 6.25540  0.53
H 2.97713 -4.18203 4.58330  -0.01
C -10.28174 -9.54944 9.87855  -1.55
Cl -9.81663 -11.03424 10.71106  0.53
Cl -11.90735 -9.69220 9.20704  0.53
Cl -10.17624 -8.16358 10.96678  0.49
H -9.59115 -9.38936 9.06008  -0.01
C 1.68385 -2.27258 10.50670  -1.53
Cl 0.34898 -2.47725 11.64569  0.52
Cl 1.16621 -1.53279 8.99262  0.49
Cl 2.94766 -1.28175 11.24304  0.53
H 2.10127 -3.24802 10.28963  0.02
C -4.49369 -1.04363 11.22570  -1.53
Cl -2.99017 -1.79474 10.68102  0.51
Cl -4.44183 0.69480 10.92689  0.52
Cl -5.93422 -1.77138 10.49814  0.51
H -4.57433 -1.19734 12.29385  0.01
C 4.75849 0.78137 7.90830  -1.53
Cl 6.25034 -0.14310 7.68846  0.48
Cl 5.07025 2.51245 7.75430  0.53
Cl 3.52299 0.26236 6.75939  0.49
H 4.38794 0.59000 8.90786  -0.01
C -0.98450 3.73324 4.14411  -1.48
Cl -0.00224 5.19788 4.18668  0.56
Cl -1.62573 3.45743 2.52271  0.55
Cl -0.05152 2.33617 4.68675  0.60
H -1.82150 3.86606 4.81825  0.01
C 10.42314 3.86708 -7.65148  -1.54
Cl 9.97848 4.81412 -9.07340  0.54
Cl 10.43251 4.88130 -6.20800  0.55
Cl 9.32644 2.50074 -7.43920  0.50
H 11.42464 3.48125 -7.79633  -0.07
C 13.92648 2.87460 -5.07775  -1.51
Cl 12.99901 2.09751 -3.79133  0.55
Cl 13.29332 2.41676 -6.66389  0.57
Cl 13.91709 4.62669 -4.88178  0.54
H 14.95030 2.53007 -5.01115  0.01
C -12.18116 -3.67221 9.74548  -1.53
Cl -12.92836 -2.68955 11.00674  0.53
Cl -10.92446 -2.75944 8.90397  0.49
Cl -11.51574 -5.16056 10.41760  0.51
H -12.94440 -3.93756 9.02549  0.01
C -6.20414 3.51006 4.89309  -1.53
Cl -5.16529 4.19458 3.63584  0.52
Cl -7.57511 4.57258 5.21378  0.54
Cl -6.76190 1.89899 4.43673  0.52
H -5.62300 3.42120 5.80294  0.00
C 5.45780 1.64875 -8.07376  -1.56
Cl 4.95515 3.25282 -8.61202  0.52
Cl 4.05206 0.63313 -7.74195  0.52
Cl 6.51225 0.88954 -9.27168  0.51
H 6.01599 1.76250 -7.15249  -0.05
C 11.07864 -0.81447 -5.17658  -1.55
Cl 10.47728 -2.37406 -4.60710  0.53
Cl 11.55035 -0.91552 -6.87655  0.52
Cl 9.86745 0.44492 -4.94022  0.47
H 11.95521 -0.55619 -4.59599  -0.02
C -7.93300 -1.12646 -8.17291  -1.51
Cl -8.94162 -1.06265 -6.72664  0.52
Cl -8.84351 -0.63451 -9.59991  0.51
Cl -6.51022 -0.09718 -7.96768  0.48
H -7.60354 -2.14801 -8.31360  0.02